This record from OMol25 describes the molecule C27H38N4O5. The level of theory is ωB97M-V/def2-TZVPD.

XYZ file:
```
74
Properties=species:S:1:pos:R:3:forces:R:3:mulliken_charge:R:1
C -2.59680 2.89590 2.60973 -0.1 0.2 -0.1 -0.8211
O -2.24687 1.81356 3.43744 0.1 -0.2 0.2 -0.5294
C -1.82191 0.66084 2.85751 0.0 -0.3 0.1 0.4060
C -1.36084 -0.32347 3.73098 -0.1 0.2 0.0 -0.6818
C -0.90916 -1.52753 3.23556 -0.1 0.0 0.0 -0.5533
C -0.91244 -1.76581 1.87265 -0.1 0.0 -0.2 -0.8067
C -1.37197 -0.79446 0.99184 -0.1 -0.2 0.3 -0.6613
C -1.37656 -1.14207 -0.48568 -0.1 0.1 0.1 0.6143
C -1.92043 -0.05828 -1.44022 0.1 -0.3 0.3 -0.6432
O -2.90476 -0.27964 -2.12286 -0.4 -0.1 -0.2 -0.7218
N -1.21972 1.07698 -1.46671 0.3 0.3 0.1 0.3458
C -1.52030 2.18385 -2.34708 -0.4 -0.1 -0.2 -0.2840
C -1.80227 3.45907 -1.53996 0.1 0.0 0.0 -0.7916
C -0.42323 4.08535 -1.36464 -0.1 0.1 -0.1 -0.3831
C 0.20048 3.90419 -2.74702 0.1 0.0 0.0 -0.7963
C -0.29306 2.52849 -3.21831 0.0 0.1 -0.1 -0.5453
N -0.04397 -1.62328 -0.88193 -0.2 0.0 0.1 0.8824
C -0.02983 -2.84095 -1.66830 -0.1 -0.3 -0.4 -1.3709
C -0.62311 -2.61237 -3.06358 0.2 0.2 0.1 -1.3188
C 0.18466 -1.61428 -3.90342 -0.1 -0.2 -0.2 2.0749
C 1.39754 -2.28081 -4.54939 -0.1 0.2 0.2 -1.6844
C -0.70800 -0.99227 -4.97433 0.2 0.1 0.3 -1.7793
C 1.03487 -0.90944 -0.53104 0.5 0.1 -0.2 0.8137
O 0.93857 0.22752 -0.06513 0.1 0.2 0.0 -0.9679
C 2.41903 -1.52910 -0.60628 0.0 0.0 0.1 -1.3940
C 2.62918 -2.54110 0.52360 0.0 -0.1 0.0 -0.4195
C 2.43257 -2.07688 1.96731 0.1 0.0 -0.3 0.3828
O 2.45303 -2.89285 2.86339 0.0 -0.2 0.2 -0.6700
N 2.28965 -0.74098 2.16847 0.1 0.4 -0.2 0.1215
C 2.03210 -0.15504 3.38956 -0.1 0.5 1.0 0.3322
C 2.02526 -0.72436 4.68985 -0.1 0.4 0.3 0.0723
C 1.69881 0.32769 5.49435 0.2 -0.6 -0.4 0.1128
C 1.51327 0.43956 6.96138 0.0 0.2 -0.2 -1.3551
O 1.53479 1.42991 4.74316 -0.1 -0.1 0.9 -0.1999
N 1.74336 1.12498 3.43904 0.2 -0.3 -1.3 -0.6334
C -1.83444 0.41484 1.48782 -0.2 0.2 0.1 0.3299
H -1.76188 3.18830 1.96528 0.0 0.0 0.0 0.2814
H -2.83499 3.71698 3.28418 0.0 0.0 -0.1 0.3184
H -3.47586 2.66858 1.99681 0.1 0.0 0.0 0.3439
H -1.36629 -0.11637 4.78919 0.0 0.0 0.1 0.5206
H -0.54530 -2.28795 3.90942 0.0 -0.1 0.1 0.3028
H -0.55627 -2.71414 1.49763 0.0 -0.1 -0.1 0.3760
H -2.05599 -1.99368 -0.61294 0.1 0.2 -0.1 0.8209
H -0.40699 1.15003 -0.85865 -0.1 -0.2 0.0 0.0534
H -2.38386 1.87483 -2.94136 0.1 0.1 0.1 0.7830
H -2.44203 4.12386 -2.12160 0.0 0.1 0.0 0.3930
H -2.30121 3.24132 -0.59719 -0.1 0.0 0.0 0.0711
H 0.14865 3.53361 -0.61685 0.1 0.0 0.1 0.0648
H -0.47083 5.13016 -1.06183 0.1 0.0 0.1 0.4788
H -0.16641 4.68297 -3.41721 0.0 0.1 0.0 0.2810
H 1.28722 3.96307 -2.72274 0.0 0.1 -0.1 0.4222
H 0.47697 1.77108 -3.06975 0.0 -0.1 -0.1 0.0224
H -0.55037 2.53672 -4.27602 0.0 -0.1 -0.1 0.3619
H -0.61987 -3.60122 -1.14464 0.1 0.0 0.0 0.3466
H 0.98799 -3.21350 -1.75757 0.0 0.0 0.1 0.6885
H -0.67109 -3.57285 -3.57961 -0.1 -0.1 0.0 0.5961
H -1.64314 -2.24187 -2.95906 -0.1 -0.1 0.0 0.4839
H 0.53411 -0.81028 -3.24443 0.0 0.0 0.0 -0.5883
H 1.99611 -1.54564 -5.08231 0.1 0.0 -0.1 0.3964
H 1.07514 -3.03799 -5.26105 0.0 -0.1 -0.1 0.4183
H 2.03343 -2.76127 -3.80868 0.1 -0.1 0.1 0.3584
H -1.55478 -0.48926 -4.51428 -0.2 0.1 0.0 0.3402
H -1.08662 -1.76136 -5.64397 -0.1 -0.1 -0.1 0.4531
H -0.15099 -0.26681 -5.56277 0.0 0.1 -0.1 0.3772
H 3.13720 -0.71162 -0.50925 -0.1 0.0 -0.1 0.4372
H 2.60258 -2.01101 -1.56638 0.0 0.0 0.0 0.2355
H 1.96802 -3.40198 0.39691 0.1 0.0 0.1 0.1779
H 3.65264 -2.92426 0.47006 -0.1 0.0 0.0 0.5745
H 2.12112 -0.10352 1.39409 0.0 -0.2 -0.1 0.2091
H 2.22519 -1.74052 4.94815 0.0 -0.2 0.1 0.5405
H 2.30211 1.05311 7.39481 0.0 0.0 0.1 0.3485
H 0.55986 0.91659 7.18029 -0.1 0.0 0.1 0.3292
H 1.54056 -0.54781 7.41160 0.0 0.0 0.0 0.3294
H -2.21162 1.15590 0.80400 0.0 0.1 0.0 0.5755
```
Positions in Å, forces in eV/Å.

The spin multiplicity is 1. The SMILES is COc1cccc([C@@H](C(=O)NC2CCCC2)N(CCC(C)C)C(=O)CCC(=O)Nc2cc(C)on2)c1. The calculation puts the maximum force at 1.332 eV/Å. Its highest occupied orbital energy is -8.34 eV.

=====

This record from OMol25 describes C27H39AsCrGeN8O2 as an isolated structure. The level of theory is ωB97M-V/def2-TZVPD.

XYZ file:
```
79
Properties=species:S:1:pos:R:3:forces:R:3:lowdin_spin:R:1
Cr 0.30689 0.31693 -0.12937 0.1 -0.2 0.0 3.0641
O -0.74044 5.38119 4.46225 0.0 0.0 0.0 0.0016
C -0.15646 5.65639 3.20208 0.1 0.1 0.0 0.0087
C -0.00589 4.39237 2.41033 -0.1 -0.2 0.1 0.0732
C 0.42597 4.47099 1.05987 0.1 -0.1 -0.1 0.1043
C 0.56152 3.30197 0.35557 0.1 0.3 0.0 0.0216
N 0.30218 2.09001 0.85876 -0.1 0.4 0.3 0.1402
C -0.12772 1.99379 2.17169 0.0 -0.1 -0.1 0.1438
C -0.26750 3.16724 2.95217 0.1 0.1 0.0 0.0436
C -0.46465 0.68678 2.60302 0.0 0.0 -0.2 0.1212
C -0.72408 0.31658 3.94400 -0.1 0.0 0.1 0.0512
C -1.04798 -0.97547 4.25520 0.1 0.2 0.0 0.0555
C -1.27614 -1.41561 5.67699 0.0 0.0 0.0 0.0055
O -1.45674 -0.35945 6.59898 0.1 0.0 0.0 0.0019
C -1.13083 -1.92897 3.21091 0.0 0.1 0.0 0.1040
C -0.84410 -1.52336 1.93135 -0.1 -0.3 0.0 0.0166
N -0.51407 -0.26894 1.60693 -0.3 0.0 0.6 0.1225
H -0.83252 6.20482 4.94653 0.0 0.0 0.0 0.0001
H 0.83711 6.10784 3.32324 0.0 0.0 0.0 0.0019
H -0.76998 6.36554 2.63287 0.0 0.0 0.0 0.0018
H 0.64625 5.42239 0.59486 0.0 0.0 0.0 0.0087
H 0.90498 3.32384 -0.67241 0.0 0.0 0.0 -0.0006
H -0.61261 3.09797 3.97358 0.0 0.0 0.0 0.0008
H -0.61654 1.05590 4.72607 0.0 0.0 0.0 0.0017
H -0.39721 -1.96383 6.02240 0.0 0.0 0.0 0.0012
H -2.12436 -2.11008 5.70716 0.0 0.0 0.0 0.0009
H -2.19863 0.17911 6.30549 0.0 0.0 0.0 0.0005
H -1.40401 -2.95534 3.41412 0.0 0.0 0.0 0.0080
H -0.89164 -2.22687 1.10357 0.1 0.0 0.0 -0.0004
N 3.40706 -3.24682 0.10582 0.0 0.1 0.0 -0.0022
C 2.22143 -3.04397 -0.51038 0.0 0.0 0.0 -0.0001
N 1.54465 -4.09792 -0.89859 0.1 -0.2 0.0 -0.0005
C 0.24220 -3.85401 -1.24059 0.1 0.5 -0.2 -0.0084
N -0.54818 -4.96696 -1.31785 0.0 -0.1 0.0 -0.0046
N -0.29135 -2.69546 -1.47289 -0.5 -0.2 0.2 -0.0030
C 0.54003 -1.59033 -1.33911 0.1 0.4 -0.1 -0.0333
N 1.79560 -1.76078 -0.62921 -0.1 -0.1 -0.1 0.0008
C 0.38254 -0.52872 -2.25842 0.4 -0.4 -0.4 -0.0044
C -0.50410 -0.61626 -3.37722 -0.1 0.2 -0.2 0.0024
C -0.57359 0.42589 -4.24916 0.0 -0.2 0.2 -0.0037
C 0.19639 1.59519 -4.01671 0.1 0.1 0.1 -0.0097
C 0.94468 1.65971 -2.87732 -0.1 0.3 -0.1 0.0060
N 1.02615 0.65858 -1.97723 0.2 -0.5 -0.3 0.0013
H 3.75770 -4.18752 0.09979 0.0 0.0 0.0 0.0000
H 4.04662 -2.48066 0.21444 0.1 0.0 0.0 -0.0004
H -0.06772 -5.84151 -1.43733 0.0 0.0 0.0 -0.0003
H -1.41602 -4.84722 -1.80978 0.0 0.0 0.0 -0.0002
H -1.05298 -1.53524 -3.51568 0.0 0.0 0.0 0.0002
H -1.19380 0.36018 -5.13466 0.0 0.0 0.0 -0.0001
H 0.19116 2.41332 -4.72262 0.0 0.0 0.0 -0.0006
H 1.52164 2.54900 -2.64358 0.0 0.0 0.0 0.0007
C 4.22700 1.13402 -1.17709 -0.1 -0.1 0.2 0.0014
Ge 3.68352 0.27648 0.51478 0.2 0.2 0.0 -0.0004
C 3.41260 1.63666 1.91992 0.0 -0.1 -0.2 0.0013
C 5.28315 -0.75738 1.14215 -0.3 0.1 -0.2 -0.0019
C 2.00115 -0.74435 0.41515 0.6 0.1 0.1 -0.0644
H 5.20981 1.59245 -1.05898 0.0 0.0 0.0 0.0002
H 3.50926 1.90469 -1.45820 0.0 0.0 0.0 0.0001
H 4.27923 0.40324 -1.98488 0.0 0.0 0.0 0.0001
H 4.36984 2.05520 2.23314 0.0 0.0 0.0 0.0001
H 2.93252 1.18542 2.79082 0.0 0.0 0.0 0.0006
H 2.77782 2.44812 1.56641 0.0 0.0 0.0 -0.0001
H 5.91734 -0.07343 1.70669 0.0 0.0 0.0 -0.0001
H 5.87326 -1.14232 0.30731 0.0 0.0 0.0 0.0000
H 5.01328 -1.58251 1.80348 0.0 0.0 0.0 0.0001
H 1.89196 -1.22294 1.39687 -0.2 0.1 0.0 0.0002
C -2.50925 2.99798 -1.53774 0.2 -0.1 0.0 0.0025
As -2.14032 1.18477 -0.88106 -0.9 0.1 0.0 0.0114
C -3.47802 0.21952 -1.94981 0.2 -0.1 0.0 0.0025
C -3.20664 1.29131 0.75577 0.0 0.0 0.1 0.0005
H -3.58242 3.18512 -1.53472 0.0 -0.1 0.0 0.0003
H -2.12294 3.11125 -2.55008 0.0 0.0 0.0 0.0001
H -2.01264 3.71934 -0.88922 0.0 0.0 0.0 0.0009
H -4.47749 0.56843 -1.69326 0.0 0.0 0.0 0.0000
H -3.39700 -0.84610 -1.73436 0.0 0.0 0.0 0.0000
H -3.29991 0.37261 -3.01224 0.1 0.0 0.0 0.0000
H -4.22422 1.60743 0.52777 0.0 0.0 -0.1 -0.0001
H -2.75845 1.99624 1.45478 0.0 0.0 0.0 0.0008
H -3.23416 0.31012 1.22965 0.0 0.0 0.0 -0.0002
```
Positions in Å, forces in eV/Å.

The spin multiplicity is 5. The calculation puts the maximum force at 0.924 eV/Å. Its highest occupied orbital energy (alpha / beta) is -5.09 / -6.11 eV.

=====

Q: Number 1 is which compound?
A: C27H38N4O5

=====

Q: Which of these has the highest maximum force?
A: C27H38N4O5

=====

Q: What is the formula in the second record?
A: C27H39AsCrGeN8O2

=====

Q: Look up the maximum force of the first one.
A: 1.332 eV/Å